(1)
Entry from the OMol25 dataset: the molecule C5H9NO in a non-equilibrium geometry (ωB97M-V/def2-TZVPD).

Last column: Mulliken charge in e.
Atoms and positions in Å:
O -0.0437 -1.3313 -1.2277  -0.53
N -2.4147 1.8849 1.4410  -0.43
C -1.7871 -0.0392 -0.2248  -0.42
C 2.0999 -0.1512 0.1676  -1.20
C -2.1440 1.0502 0.6871  0.24
C -0.3070 -0.0531 -0.6806  0.05
C 0.6763 0.3380 0.4317  -0.60
H 2.4725 0.1927 -0.8028  0.31
H 0.2044 -1.9163 -0.4993  0.34
H 0.6689 1.4302 0.5270  0.39
H 2.7798 0.2104 0.9446  0.36
H -1.9942 -0.9845 0.2909  0.26
H 2.1602 -1.2447 0.1671  0.33
H 0.3236 -0.0482 1.3985  0.34
H -0.1870 0.6419 -1.5191  0.25
H -2.4436 -0.0087 -1.1002  0.30

As for the relative energy (zero: lowest compared OMol25 entry of this formula, charge and spin): 1.092 eV. The calculation puts the frontier orbital gap at 0.4247 Ha. The value obtained for the lowest unoccupied orbital energy is 0.71 eV. As for the structure (SMILES): CC[C@@H](O)CC#N.

(2)
Entry from the OMol25 dataset: a cluster of 3 separate species, C24H29ClF5NO6 in total in a non-equilibrium geometry (ωB97M-V/def2-TZVPD).

Last column: Mulliken charge in e.
Atoms and positions in Å:
Cl -2.6151 -1.2661 -3.8918  -0.14
F 4.5137 0.2690 2.6277  -0.24
F 4.3424 0.9462 4.8203  -0.24
F 4.5784 3.2683 3.4643  -0.31
F 2.4940 0.2792 3.6858  -0.23
F 2.3069 3.1227 3.6973  -0.27
O -2.6178 -3.3008 -0.5291  -0.38
O -3.4000 -1.4510 -0.8451  -0.09
O -4.5464 -2.2200 3.1269  -0.49
O -0.0028 0.0917 -4.9009  -0.57
O -4.3629 3.8036 -0.2091  -0.50
O -1.0444 2.1600 -0.2083  -0.58
N -2.5118 -2.1751 -0.1172  0.17
C -1.7240 0.3187 -1.6502  0.48
C 3.9317 -3.1000 -2.0581  -0.63
C 3.8252 -4.1417 -0.8928  -0.43
C 0.9243 1.1189 -1.4265  1.07
C -4.1579 5.0457 0.4512  -0.21
C 3.4160 2.5002 3.0643  0.59
C -2.9047 5.7147 -0.0758  -0.79
C -3.7023 -4.4485 3.4918  -0.85
C 2.1929 1.5138 -0.5408  -0.73
C 2.6622 -2.2806 -2.5056  0.52
C 1.2495 -3.5827 -0.5352  -0.41
C 1.8508 2.1332 0.8977  -0.21
C 3.7001 0.9995 3.5410  0.68
C 3.2693 2.6949 1.4895  -1.01
C 2.8215 -1.2673 -3.7285  -0.72
C -3.0658 -0.0358 -0.8548  -0.63
C 2.6044 0.2795 -3.3495  -0.66
C 2.5046 -4.4213 -0.1308  -0.50
C -0.0908 0.1659 -3.6465  0.34
C 1.1714 0.5723 -2.7236  -0.30
C -1.4706 -0.1968 -2.9433  0.23
C -0.5991 1.2850 -1.0051  -0.19
C -4.9303 -3.5678 3.3713  -0.22
C 1.3624 -2.5409 -1.7037  0.16
H -2.0301 5.0774 0.0847  0.12
H -4.0813 4.8634 1.5278  0.25
H -2.7363 6.6742 0.4194  0.34
H 4.9374 -2.9362 -2.5829  0.23
H -4.0416 -2.2058 2.3017  0.23
H 0.4072 -1.9527 -1.9553  0.14
H -3.5873 3.2502 -0.0352  0.25
H 3.4464 3.7850 1.1710  0.45
H 3.4876 0.6394 -2.7258  0.29
H -3.0587 -4.0999 4.3037  0.26
H -2.9289 0.2795 0.2452  0.29
H 3.8961 -1.3722 -4.1132  0.41
H 2.0286 -1.5416 -4.5090  0.30
H -3.9479 0.5104 -1.3442  0.29
H 1.1767 3.0689 0.8354  0.19
H 2.8620 0.5923 -0.3919  0.43
H 2.8048 2.3161 -1.1089  0.33
H 4.0928 2.0788 0.9716  0.35
H 4.7512 -4.7411 -0.5864  0.30
H 2.6537 0.8734 -4.3416  0.35
H -5.5097 -3.5913 4.2966  0.29
H -5.5737 -3.9045 2.5522  0.25
H -3.1075 -4.4107 2.5743  0.20
H 1.4357 1.3400 1.6051  0.30
H 0.2734 -3.7590 0.0452  0.27
H -2.9831 5.8827 -1.1531  0.25
H -5.0323 5.6743 0.2698  0.29
H -3.9836 -5.4865 3.6855  0.31
H 2.3734 -5.1912 0.7015  0.32

As for the relative energy (zero: lowest compared OMol25 entry of this formula, charge and spin): 5.707 eV. The calculation puts the frontier orbital gap at 0.2601 Ha. The value obtained for the lowest unoccupied orbital energy is -1.92 eV. As for the structure (SMILES): O=NOCC1=C(Cl)C(=O)C(CCc2ccccc2)=C(CCCC(F)(F)C(F)(F)F)C1=O.CCO.CCO.

(3)
Entry from the OMol25 dataset: a cluster of 2 separate species, C5H10N2 in total in a non-equilibrium geometry (ωB97M-V/def2-TZVPD).

Last column: Mulliken charge in e.
Atoms and positions in Å:
N -1.7879 -1.1619 -0.8183  0.12
N 1.4686 0.8208 0.8186  0.16
C 2.8931 0.8365 0.7074  -0.57
C -2.6556 -1.5945 -0.1295  -0.16
C 0.2209 0.8327 1.6641  -0.31
C 0.3982 0.6355 0.1727  -0.28
C -1.0752 -0.9243 -1.8583  -0.25
H -0.3419 -1.6350 -2.1702  0.38
H -3.6597 -1.8406 -0.3315  0.35
H -0.0976 -0.2094 2.0623  0.25
H -2.3606 -1.5516 0.9443  0.21
H 3.3653 1.3385 1.5036  0.32
H -1.2748 0.1341 -2.1287  0.42
H 2.9418 1.4195 -0.2814  0.31
H 0.2062 0.3533 -0.6135  0.42
H 3.2112 -0.2367 0.6784  0.31
H 0.2263 1.6730 2.2685  0.33

As for the relative energy (zero: lowest compared OMol25 entry of this formula, charge and spin): 5.603 eV. The calculation puts the frontier orbital gap at 0.3813 Ha. The value obtained for the lowest unoccupied orbital energy is -9.54 eV. The charge is +2.

(4)
Entry from the OMol25 dataset: a structure of composition C59H37AsHfN12OS in a non-equilibrium geometry (ωB97M-V/def2-TZVPD).

Last column: Mulliken charge in e.
Atoms and positions in Å:
Hf -11.2988 9.8051 20.3943  1.61
As -13.2801 8.3546 18.4229  2.27
S -13.1995 8.7042 21.6761  -0.16
O -12.7866 11.3425 19.8378  -0.35
N -10.1683 7.8546 20.0679  -0.07
N -13.8597 13.8573 21.8939  -0.47
N -17.0605 10.6798 21.1525  -0.58
N -14.0630 11.0766 19.8910  -0.28
N -10.5687 9.2519 22.4253  -0.56
N -9.1216 8.0627 17.8965  -0.27
N -10.3967 11.6471 21.1511  -0.31
N -9.7685 10.2401 18.7650  -0.22
N -10.5435 6.8011 22.2467  -0.51
N -12.2615 11.1393 16.5207  -0.23
N -10.8586 11.4115 23.4790  -0.63
N -9.6932 12.6610 19.0807  -0.49
C -7.0653 12.1070 15.5197  -0.72
C -16.1105 5.6388 19.9607  -0.93
C -11.0185 10.4863 14.5582  0.05
C -11.4098 6.1158 15.3388  -0.75
C -12.1726 9.8140 12.5284  -0.77
C -10.8362 14.5163 23.3610  0.01
C -11.5805 4.7914 15.7019  -0.99
C -10.3059 13.9660 21.0635  0.41
C -9.1346 9.3757 17.8718  -0.38
C -10.9942 10.0005 13.2505  -0.47
C -14.8179 11.8152 20.6066  1.21
C -14.4449 7.3425 19.5839  -0.58
C -9.4568 5.9209 19.0030  0.45
C -14.9791 8.0741 16.0726  -0.50
C -15.4750 10.0195 17.3475  -0.77
C -11.8675 7.1603 16.1466  0.05
C -9.0893 3.6150 18.5183  -0.87
C -15.3329 6.3872 19.0837  -0.21
C -6.9162 10.7557 15.1801  -0.85
C -13.4144 10.6092 14.4321  -0.34
C -12.3453 7.3839 26.2446  -0.64
C -16.9594 9.3526 15.5521  -0.73
C -10.2133 15.2930 20.7060  -0.34
C -11.2245 7.9621 24.2407  0.48
C -14.3910 7.6162 20.9514  1.21
C -15.2389 6.9102 21.8283  -0.99
C -14.3703 12.9462 21.3903  -0.15
C -9.5743 7.3748 18.9043  -0.51
C -10.0842 4.2420 20.6408  -0.37
C -13.3769 10.1156 13.1385  -0.65
C -8.9783 4.9412 18.1265  0.11
C -16.5998 10.2509 16.5588  -0.52
C -12.4891 6.8935 17.3591  0.80
C -8.5341 11.4962 17.2673  0.81
C -7.8759 12.4971 16.5886  -0.20
C -9.4178 11.5190 18.4400  -0.68
C -10.6545 12.1320 22.3999  0.05
C -12.3620 8.7365 26.6233  -0.60
C -16.1071 8.2967 15.2938  -0.75
C -12.2477 10.7815 15.1715  -0.01
C -14.6550 8.8978 17.1377  0.72
C -10.7046 7.9266 22.8814  -0.27
C -10.5000 16.2220 21.6795  -0.56
C -16.0541 5.9158 21.3237  -0.75
C -16.1152 11.2126 20.7876  -0.20
C -10.8526 10.0923 23.4727  0.08
C -9.6267 3.2617 19.7654  -0.82
C -10.6091 13.5837 22.3759  0.06
C -11.2762 9.3012 24.6145  0.51
C -10.3151 6.7715 20.9390  -0.07
C -9.9917 5.5571 20.2417  0.27
C -8.3773 10.1568 16.9148  0.33
C -10.7922 15.8595 22.9913  -0.68
C -11.7946 9.7153 25.8139  -0.33
C -12.1384 4.5242 16.9353  -0.82
C -10.1441 12.7156 20.2993  -0.10
C -12.5706 5.5599 17.7665  -0.78
C -11.7415 6.9687 25.0504  -0.43
C -7.5760 9.7532 15.8739  0.21
H -13.0024 5.2497 18.7197  0.42
H -10.4605 17.2912 21.4122  0.37
H -16.3346 7.6001 14.5025  0.46
H -12.1491 9.4682 11.5060  0.41
H -14.3577 7.2130 15.8594  0.49
H -10.8965 6.3658 14.4209  0.53
H -14.3561 10.8611 14.8855  0.49
H -14.3040 9.9843 12.5912  0.43
H -16.6437 5.3283 21.9994  0.41
H -6.5355 12.8626 14.9530  0.41
H -12.2589 3.4959 17.2483  0.39
H -10.0904 10.6477 15.1038  0.11
H -6.2430 10.5036 14.3579  0.41
H -9.9651 15.5692 19.6855  0.54
H -15.4174 6.2229 18.0207  0.51
H -16.7817 4.8947 19.5432  0.42
H -17.8400 9.5122 14.9456  0.38
H -11.0543 14.2119 24.3868  0.50
H -10.0349 9.7918 12.7567  0.38
H -12.7709 9.0174 27.5777  0.42
H -11.0113 16.6180 23.7329  0.41
H -11.2714 3.9763 15.0471  0.38
H -7.4296 8.7071 15.6463  0.58
H -7.9279 13.5631 16.8125  0.56
H -10.4641 3.9856 21.6140  0.59
H -11.8189 10.7561 26.1095  0.55
H -11.4590 11.6628 16.8215  0.17
H -15.2245 7.1230 22.9012  0.48
H -11.7435 8.1741 15.7764  -0.02
H -8.7004 2.8586 17.8707  0.47
H -17.1954 11.1438 16.7383  0.44
H -13.0883 11.6082 16.8438  0.30
H -8.5789 5.2140 17.1507  0.54
H -9.6512 2.2303 20.0473  0.45
H -15.2292 10.7264 18.1273  0.17
H -11.7288 5.9257 24.7684  0.54
H -12.7436 6.6127 26.8833  0.43

As for the relative energy (zero: lowest compared OMol25 entry of this formula, charge and spin): 0.000 eV. The calculation puts the frontier orbital gap (alpha / beta) at 0.1728 / 0.1681 Ha. The value obtained for the lowest unoccupied orbital energy (alpha / beta) is -1.91 / -1.97 eV.

(5)
Entry from the OMol25 dataset: the molecule C3H5N3 (ωB97M-V/def2-TZVPD).

Last column: Mulliken charge in e.
Atoms and positions in Å:
N 1.5461 -0.8919 0.5905  -0.55
N -1.8105 0.0331 -0.4575  -0.77
N -1.0732 1.0941 -0.7741  0.27
C 0.3587 -0.2839 0.1439  0.76
C -0.9550 -0.8110 0.1088  -0.46
C 0.2386 0.9574 -0.4418  -0.75
H -1.3093 -1.7709 0.4654  0.40
H 1.3801 -1.6825 1.1985  0.25
H 2.1586 -0.2377 1.0604  0.25
H -1.5053 1.8674 -1.2519  0.21
H 0.9711 1.7260 -0.6423  0.40

As for the relative energy (zero: lowest compared OMol25 entry of this formula, charge and spin): 0.709 eV. The calculation puts the frontier orbital gap at 0.3381 Ha. The value obtained for the lowest unoccupied orbital energy is 1.07 eV. As for the structure (SMILES): Nc1cn[nH]c1.

(6)
Entry from the OMol25 dataset: the molecule C16H18N2O2 in a non-equilibrium geometry (ωB97M-V/def2-TZVPD).

Last column: Mulliken charge in e.
Atoms and positions in Å:
O -3.1327 -2.4110 -0.4694  -0.56
O 1.3453 -1.8586 -0.5847  -0.52
N -0.8570 -1.7522 0.0202  0.39
N -0.2740 0.3564 0.8053  0.48
C 1.5524 0.8501 -1.5097  -0.10
C 0.3258 -2.4618 -0.2601  0.46
C 0.7637 2.3149 1.9371  -0.50
C 1.9831 1.5646 -2.6543  -0.54
C -1.3291 -4.0059 -0.3337  -0.64
C -0.8633 -0.1042 2.0913  -0.88
C -1.9628 -2.6958 -0.2296  0.36
C -0.2166 1.8626 0.8370  -0.90
C -0.3306 0.0576 -2.7602  -0.88
C 0.3171 1.7357 3.3096  -0.80
C -0.7669 -0.3780 -0.3462  -0.53
C 0.3013 0.1085 -1.5166  0.83
C 0.0064 -3.8524 -0.3887  -0.62
C 0.0365 0.2196 3.2572  -0.73
C 1.2758 1.5210 -3.8573  -0.44
C 0.1103 0.7658 -3.8887  -0.56
H 1.7840 1.9408 1.7057  0.22
H -0.4485 0.6152 -4.8144  0.35
H -0.9852 -1.1734 1.9723  0.43
H 0.9668 -0.3564 3.1009  0.28
H -1.8550 -4.9244 -0.5005  0.46
H 0.8027 3.4196 2.0618  0.37
H 0.1080 2.3491 -0.0872  0.37
H -0.6214 2.2285 3.6474  0.29
H -1.8800 0.2974 2.2124  0.36
H -0.4846 -0.1373 4.1599  0.34
H 1.6790 1.9194 -4.7765  0.39
H 2.1765 0.9058 -0.5928  0.34
H -1.1939 2.3291 1.0859  0.45
H 2.9328 2.1137 -2.6414  0.36
H 1.0736 1.9123 4.0933  0.37
H -1.2752 -0.5183 -2.7706  0.28
H -1.8531 -0.2102 -0.7349  0.52
H 0.7890 -4.5477 -0.5797  0.50

As for the relative energy (zero: lowest compared OMol25 entry of this formula, charge and spin): 3.275 eV. The calculation puts the frontier orbital gap at 0.2735 Ha. The value obtained for the lowest unoccupied orbital energy is -1.11 eV. As for the structure (SMILES): O=C1C=CC(=O)N1[C@H](c1ccccc1)N1CCCCC1.